No. 1
Density functional theory data (the ωB97M-V functional and the def2-TZVPD basis) for a 11-piece molecular cluster, CH21O13 overall in a non-equilibrium geometry.

Structure (XYZ):
```
35
Properties=species:S:1:pos:R:3:mulliken_charge:R:1
H 6.716 1.235 -23.561 0.33
H 6.519 2.691 -23.446 0.34
O 7.492 4.049 -22.287 -0.49
H 7.679 4.857 -22.726 0.34
H 4.134 3.769 -21.075 0.32
O 3.258 3.378 -21.046 -0.73
H 5.734 1.640 -19.456 0.36
O 6.021 1.894 -23.714 -0.72
H 4.988 3.858 -17.937 0.33
H 8.261 3.706 -19.980 0.32
C 6.495 3.995 -21.388 0.12
O 5.161 6.781 -18.000 -0.63
H 5.525 5.942 -18.306 0.41
H 3.396 6.061 -21.218 0.29
O 6.334 2.888 -20.806 0.02
H 7.241 1.580 -21.263 0.35
O 5.801 4.179 -18.279 -0.73
H 3.884 0.257 -22.365 0.23
O 5.894 5.028 -21.077 -0.74
H 9.007 3.812 -18.649 0.30
H 8.643 1.125 -21.396 0.34
O 8.980 4.130 -19.524 -0.67
H 3.445 2.471 -21.083 0.37
H 7.517 7.305 -19.526 0.28
H 4.635 5.997 -21.951 0.45
O 4.292 0.723 -21.630 -0.63
H 6.992 6.322 -20.725 0.30
O 7.310 7.234 -20.501 -0.72
H 5.932 3.840 -19.127 0.34
H 4.999 1.204 -21.987 0.39
O 3.747 6.354 -21.992 -0.69
O 5.457 1.193 -18.668 -0.67
H 5.548 6.813 -17.119 0.29
H 4.611 0.889 -18.983 0.31
O 7.729 0.807 -21.586 -0.71
```

Values from the calculation:
**E**: -1028.9602 hartree
**Strongest force on any atom**: 4.06 eV/A
**Charge**: -1



No. 2
Density functional theory data (the ωB97M-V functional and the def2-TZVPD basis) for C26H23BrN5O2S5SbSn as an isolated structure in a non-equilibrium geometry.

Structure (XYZ):
```
64
Properties=species:S:1:pos:R:3:mulliken_charge:R:1
C -0.988 4.697 3.315 -0.06
Sb 0.833 -6.078 -1.064 0.52
C 0.092 -0.691 -5.907 -0.55
H 0.632 4.031 4.543 0.36
C -2.811 1.011 3.582 0.70
H -3.992 2.822 3.738 0.45
H -2.466 5.674 2.140 0.40
C -1.405 5.660 2.358 -0.30
H 2.672 -1.432 -2.734 0.05
C -0.877 0.640 4.959 -0.43
S -1.210 -7.646 -1.519 -0.35
C 3.216 -1.351 -0.642 0.83
O -1.609 -2.333 2.925 -0.82
S 0.523 -5.437 1.384 -0.27
C 1.080 -1.113 -6.788 -0.40
C 1.777 -2.298 -6.527 -0.44
N -1.552 2.861 4.495 -0.33
C 1.505 -3.015 -5.340 -0.52
C 0.559 -2.509 -4.417 0.36
H 3.321 -0.581 0.183 0.37
S -0.881 -0.282 -0.271 -0.34
N -0.110 -2.092 -2.073 0.40
C -0.183 -1.342 -4.721 -0.36
H 4.545 -2.638 -1.832 0.31
C 0.850 6.452 2.122 0.22
H -5.178 0.000 0.845 0.43
N -3.459 -0.555 1.897 -0.38
H 4.531 -2.902 0.012 0.29
H -0.446 0.272 -6.079 0.32
C 1.272 5.585 3.209 -0.51
C 4.541 -2.163 -0.839 -1.21
H -0.217 -1.427 4.968 0.44
H 2.041 -3.915 -5.066 0.47
C -0.814 -0.657 4.466 -0.75
H 2.491 -2.626 -7.292 0.37
H 2.457 -2.068 -0.198 -0.58
C -4.467 0.315 1.591 -0.44
C -1.789 1.531 4.436 -0.06
H -0.775 7.423 1.110 0.32
H -0.876 -0.901 -4.031 0.51
C 2.631 -0.706 -1.913 -0.80
H -0.374 0.888 5.938 0.35
N 1.232 -0.136 -1.815 -0.13
C -0.487 6.570 1.789 -0.41
C -1.652 -1.116 3.391 0.77
C 0.357 4.770 3.784 -0.24
S 0.549 -3.492 0.697 -0.26
H 1.267 0.693 -1.243 0.38
O 1.358 -3.770 -2.572 -0.44
C -4.769 1.477 2.255 -0.76
H 3.236 0.190 -2.249 0.42
H 1.374 -0.462 -7.656 0.34
N -1.880 3.593 3.513 -0.16
S -1.484 -5.610 -1.766 -0.26
H -0.667 -2.671 -1.446 -0.10
H 5.379 -1.465 -0.665 0.37
Br 2.187 7.273 1.034 -0.18
C 0.630 -2.857 -3.023 0.29
C -3.956 1.798 3.331 -0.19
H -5.639 2.071 1.907 0.36
C 0.190 -0.920 -1.433 0.37
H 2.347 5.548 3.379 0.37
Sn -2.017 -2.366 0.902 0.40
C -2.645 -0.220 2.928 0.51
```

Values from the calculation:
**E**: -6448.2887 hartree
**Strongest force on any atom**: 4.39 eV/A



No. 3
Density functional theory data (the ωB97M-V functional and the def2-TZVPD basis) for a 2-piece molecular cluster, C5H10F2N2 overall in a non-equilibrium geometry.

Structure (XYZ):
```
19
Properties=species:S:1:pos:R:3:mulliken_charge:R:1
H 2.387 0.922 1.063 0.21
C -0.622 -1.882 0.519 -1.26
H 0.644 -0.764 -1.900 0.18
H 1.439 2.247 0.749 0.30
N 0.555 -0.261 -1.055 -0.15
C -0.217 -0.450 0.049 0.26
H 0.368 -2.363 0.885 0.33
H -1.028 -2.350 -0.415 0.32
H -0.306 0.788 1.715 0.29
F -2.280 1.040 0.934 -0.30
H -1.258 -1.671 1.414 0.28
H 2.555 0.061 -1.231 0.27
N 0.364 0.406 1.038 -0.25
H -2.291 1.144 -0.994 0.27
C -2.066 0.417 -0.291 0.20
H 1.674 1.502 -1.676 0.22
F -3.063 -0.588 -0.397 -0.29
C 1.492 1.153 0.514 -0.45
C 1.652 0.646 -0.922 -0.43
```

Values from the calculation:
**E**: -505.6612 hartree
**Strongest force on any atom**: 4.79 eV/A



No. 4
Density functional theory data (the ωB97M-V functional and the def2-TZVPD basis) for one molecule with the formula C5H11NO2 in a non-equilibrium geometry.

Structure (XYZ):
```
19
Properties=species:S:1:pos:R:3:mulliken_charge:R:1
H -1.741 0.979 -0.689 0.26
H 0.658 -2.225 -2.895 0.32
H -0.704 -0.170 1.662 0.31
H -0.594 2.406 1.728 0.35
H -2.547 1.912 0.539 0.31
C 0.829 -1.655 0.220 -0.42
C -0.361 1.895 0.798 -0.46
H 0.855 0.515 1.891 0.32
C -1.660 1.909 -0.091 -0.99
H 1.477 -1.893 1.102 0.33
C 1.364 -2.236 -1.081 0.42
O 0.357 -2.037 -1.994 -0.45
N 0.734 -0.212 0.019 -0.36
H 0.394 2.435 0.226 0.29
H -0.157 -2.085 0.486 0.33
O 2.434 -2.691 -1.326 -0.52
H 0.267 -0.094 -0.901 0.30
C 0.057 0.482 1.114 -0.62
H -1.661 2.764 -0.808 0.27
```

Values from the calculation:
**E**: -402.3416 hartree
**Strongest force on any atom**: 2.50 eV/A
**SMILES**: CCCNCC(=O)O